(1)
H2IO | the ωB97M-V functional and the def2-TZVPD basis

Last column: Löwdin charge in e.
Element x y z (Å)
O (-0.10, -1.48, -0.19)  -0.098
H (-0.04, -0.81, 0.52)  0.052
H (-1.06, -1.58, -0.37)  0.039
I (1.20, 3.86, 0.04)  -0.993

E (eV): -10182.980
Relative energy (zero: lowest compared OMol25 entry of this formula, charge and spin) (kcal/mol): 9.54
Net charge: -1
Lowest unoccupied orbital energy (Eh): 0.127
Largest force on an atom (eV/Å): 1.2

---

(2)
H2IO2PS | the ωB97M-V functional and the def2-TZVPD basis

Last column: Löwdin charge in e.
Element x y z (Å)
O (-0.76, -0.74, 1.18)  -0.330
O (-0.25, -0.69, -1.33)  -0.293
P (0.07, 0.19, -0.07)  -0.243
S (-0.44, 2.06, -0.15)  0.356
I (2.40, -0.39, 0.43)  0.417
H (-0.66, -0.31, 2.03)  0.027
H (-0.36, -0.11, -2.09)  0.065

E (eV): -32350.469
Relative energy (zero: lowest compared OMol25 entry of this formula, charge and spin) (kcal/mol): 26.51
Net charge: 0
Lowest unoccupied orbital energy (alpha / beta) (Eh): 0.018 / -0.152
Largest force on an atom (eV/Å): 4.5
Spin multiplicity: 3
<S²>: 2.01

---

(3)
H2KO | the ωB97M-V functional and the def2-TZVPD basis

Last column: Löwdin charge in e.
Element x y z (Å)
O (-0.77, 0.26, -0.80)  -0.099
H (-0.53, 0.73, -1.64)  0.051
H (-1.60, 0.70, -0.51)  0.051
K (2.90, -1.69, 2.95)  0.997

E (eV): -18399.345
Relative energy (zero: lowest compared OMol25 entry of this formula, charge and spin) (kcal/mol): 12.72
Net charge: +1
Lowest unoccupied orbital energy (Eh): -0.169
Largest force on an atom (eV/Å): 1.1

---

Question: Which value of E does entry 1 give?
Answer: -10182.980 eV